# 1
Computed, not measured: a molecular structure, C47H45CdCl5Ge2O3PS, with ωB97M-V/def2-TZVPD.

The geometry in XYZ format:
```
105
Properties=species:S:1:pos:R:3:forces:R:3
Cd -0.206 -0.107 -0.196 -0.16 0.03 -0.03
O 2.183 -0.492 3.039 -0.01 0.00 0.00
C 1.877 -1.179 2.069 0.03 0.01 0.00
O 1.819 -0.805 0.845 0.03 0.04 0.00
C 1.549 -2.650 2.281 -0.01 -0.01 -0.01
C 1.889 -3.231 3.497 0.00 -0.01 0.01
C 1.661 -4.577 3.730 0.01 0.01 0.00
C 1.076 -5.354 2.740 -0.01 0.00 -0.01
C 0.712 -4.779 1.532 0.00 0.00 0.01
C 0.940 -3.424 1.287 0.00 0.02 0.01
P 0.432 -2.664 -0.301 0.04 -0.02 0.02
C 1.902 -2.810 -1.368 0.00 0.00 0.02
C 2.984 -3.624 -1.051 0.00 -0.01 0.00
C 4.052 -3.733 -1.931 0.00 0.01 -0.01
C 4.039 -3.040 -3.135 -0.01 0.00 -0.01
C 2.964 -2.223 -3.450 0.01 0.00 0.01
C 1.905 -2.097 -2.563 0.00 0.00 -0.02
C -0.707 -3.905 -1.021 0.01 0.01 -0.02
C -0.513 -4.478 -2.275 0.00 0.00 0.01
C -1.483 -5.306 -2.829 0.01 0.00 0.00
C -2.646 -5.583 -2.130 0.00 0.00 -0.01
C -2.846 -5.021 -0.875 -0.01 0.01 0.00
C -1.891 -4.177 -0.334 0.00 -0.01 -0.01
H 2.338 -2.591 4.245 0.00 0.00 0.00
H 1.938 -5.020 4.678 0.00 0.00 0.00
H 0.898 -6.410 2.905 0.00 0.00 0.00
H 0.247 -5.393 0.772 -0.01 0.00 0.00
H 2.999 -4.170 -0.115 0.00 0.00 0.00
H 4.895 -4.364 -1.676 0.00 0.00 0.00
H 4.873 -3.129 -3.820 0.00 0.00 0.00
H 2.951 -1.663 -4.376 0.00 0.00 0.00
H 1.074 -1.441 -2.801 0.00 0.00 0.00
H 0.389 -4.269 -2.835 0.00 0.00 0.00
H -1.329 -5.723 -3.817 0.00 0.00 0.00
H -3.409 -6.211 -2.571 0.00 0.00 0.00
H -3.763 -5.213 -0.334 0.00 0.00 0.00
H -2.070 -3.715 0.631 0.00 0.00 0.00
C 3.055 2.956 2.627 -0.01 -0.01 0.00
C 3.105 2.321 1.237 -0.01 -0.02 -0.01
Ge 1.888 3.190 -0.025 -0.03 0.04 -0.02
C 2.790 4.667 -0.957 0.00 -0.03 0.02
C 3.553 5.590 -0.007 0.00 0.00 -0.01
C 0.376 3.919 0.954 0.03 -0.02 0.00
C -0.832 3.449 1.282 -0.02 0.03 0.01
Ge -1.722 1.826 0.515 0.04 -0.04 -0.01
C -2.515 2.482 -1.195 0.02 0.00 0.01
C -2.830 3.973 -1.271 0.00 0.00 0.00
C -3.251 1.410 1.713 -0.02 -0.02 -0.02
C -4.450 2.351 1.610 0.00 0.02 0.01
C -1.628 4.244 2.259 -0.02 0.01 0.00
C -2.188 5.473 1.916 0.01 -0.01 0.01
C -2.937 6.194 2.835 0.00 0.00 0.00
C -3.134 5.702 4.117 0.00 0.01 0.00
C -2.565 4.487 4.476 0.00 -0.01 0.00
C -1.822 3.764 3.555 0.01 0.01 0.00
H 3.723 2.425 3.308 0.01 0.01 0.01
H 2.050 2.886 3.046 0.00 0.00 0.00
H 3.341 4.011 2.619 0.00 0.00 0.00
H 2.821 1.272 1.314 0.00 0.02 0.01
H 4.113 2.365 0.816 0.02 -0.01 0.00
H 2.039 5.220 -1.526 0.00 0.00 0.00
H 3.472 4.217 -1.683 0.01 0.01 0.00
H 2.887 6.063 0.718 0.00 0.00 0.00
H 4.068 6.389 -0.547 0.00 0.00 0.00
H 4.307 5.038 0.558 0.01 0.00 0.00
H 0.665 4.864 1.428 0.02 0.00 0.00
H -3.419 1.887 -1.354 0.00 -0.01 0.00
H -1.829 2.196 -1.996 0.00 0.00 0.00
H -3.535 4.280 -0.495 0.00 0.00 0.00
H -3.264 4.242 -2.238 0.00 0.00 0.00
H -1.923 4.570 -1.142 0.00 0.00 0.00
H -2.887 1.363 2.741 0.00 -0.01 0.01
H -3.559 0.392 1.457 0.00 0.00 0.01
H -4.193 3.366 1.921 -0.01 -0.01 -0.01
H -5.279 2.016 2.241 0.00 0.00 0.00
H -4.823 2.404 0.585 0.00 0.00 -0.01
H -2.042 5.856 0.914 0.00 0.00 0.00
H -3.371 7.144 2.547 0.00 0.00 0.00
H -3.722 6.262 4.834 0.00 0.00 0.00
H -2.702 4.098 5.477 0.00 0.00 0.00
H -1.376 2.818 3.838 0.00 0.00 0.00
Cl -4.504 -4.124 -5.311 0.00 0.00 0.00
C -3.494 -2.987 -4.488 0.01 0.00 0.00
C -3.814 -2.549 -3.205 0.00 -0.01 -0.01
Cl -5.289 -3.076 -2.474 0.00 0.00 0.00
C -2.970 -1.695 -2.519 0.00 0.00 0.02
Cl -3.372 -1.159 -0.925 0.00 0.01 0.00
C -1.747 -1.210 -3.067 0.00 -0.01 0.00
O -0.941 -0.456 -2.439 0.02 0.00 0.00
C -1.501 -1.624 -4.410 0.01 0.00 0.00
Cl -0.102 -0.965 -5.186 -0.01 0.01 -0.01
C -2.331 -2.503 -5.084 0.00 0.00 0.00
Cl -1.922 -3.020 -6.683 0.00 0.00 0.00
S 1.265 1.791 -1.702 0.02 -0.04 0.03
C 2.901 1.310 -2.241 -0.01 0.04 0.00
C 3.705 0.487 -1.458 0.01 -0.02 0.00
C 4.970 0.137 -1.907 0.00 0.01 0.01
C 5.429 0.584 -3.139 -0.01 -0.01 0.00
C 4.615 1.385 -3.929 -0.01 0.00 0.00
C 3.354 1.753 -3.480 0.01 -0.02 0.00
H 3.326 0.103 -0.519 0.00 0.00 -0.02
H 5.588 -0.509 -1.296 0.00 0.00 0.00
H 6.414 0.300 -3.488 0.00 0.00 0.00
H 4.962 1.729 -4.895 0.00 0.00 0.00
H 2.715 2.382 -4.086 0.00 0.00 0.00
```
Positions in Å, forces in eV/Å.

Properties
* HOMO-LUMO gap: 7.53 eV
* energy relative to the best compared isomer or geometry (same formula, charge and spin): 0.00 kcal per mole
* charge: -1
* E_tot: -9405.983822 Ha

***

# 2
Computed, not measured: 2 unconnected molecules or ions with the total composition H3O2PS at a distorted geometry, with ωB97M-V/def2-TZVPD.

The geometry in XYZ format:
```
7
Properties=species:S:1:pos:R:3:forces:R:3
O -0.253 -1.115 -1.236 0.98 0.37 2.28
O -0.839 -0.420 0.951 0.80 0.46 1.56
P -0.345 0.267 -0.393 -0.31 1.17 -1.17
S -1.444 1.652 -1.320 1.07 -1.35 1.01
H -0.549 -0.967 -2.099 -0.64 0.33 -2.41
H -0.240 -0.206 1.708 -0.81 -0.16 -0.75
H 1.745 1.408 0.504 -1.09 -0.81 -0.51
```
Positions in Å, forces in eV/Å.

Properties
* HOMO-LUMO gap (alpha / beta): 7.88 / 7.69 eV
* energy relative to the best compared isomer or geometry (same formula, charge and spin): 82.21 kcal per mole
* E_tot: -891.752196 Ha

***

# 3
Computed, not measured: a molecular structure, C41H44BrN2P2ScSi2 at a distorted geometry, with ωB97M-V/def2-TZVPD.

The geometry in XYZ format:
```
93
Properties=species:S:1:pos:R:3:forces:R:3
Sc 0.131 0.013 0.221 -0.97 0.43 0.66
C -2.958 -3.905 0.018 -0.15 -0.16 -0.10
Si -1.798 -2.765 0.920 0.23 0.14 -0.15
C -0.080 -3.506 0.958 0.10 -0.16 0.03
C -2.336 -2.584 2.697 -0.10 0.07 0.23
N -1.621 -1.221 0.170 -0.07 -0.18 -0.09
P -2.405 -0.177 -0.814 0.24 0.12 -0.46
C -1.531 1.288 -0.793 0.09 -0.41 0.62
P -1.609 2.083 0.725 0.33 0.33 -0.39
N -0.482 1.440 1.735 0.00 0.10 -0.30
Si 0.109 2.188 3.204 0.04 -0.22 -0.22
C 1.625 3.223 2.849 0.18 0.08 0.03
C 0.442 0.809 4.438 0.04 -0.12 0.12
C -1.068 3.347 4.073 -0.23 0.11 0.03
C -3.218 2.054 1.564 -0.02 -0.02 0.09
C -4.333 2.704 1.035 0.00 -0.03 0.00
C -5.565 2.607 1.665 0.07 0.00 0.01
C -5.695 1.856 2.829 0.03 0.02 -0.01
C -4.597 1.189 3.350 0.00 0.02 -0.06
C -3.365 1.284 2.716 -0.03 -0.02 -0.03
C -1.185 3.848 0.461 0.06 -0.01 0.01
C -1.837 4.923 1.054 -0.04 -0.02 0.05
C -1.397 6.227 0.841 0.00 -0.06 0.01
C -0.292 6.468 0.041 -0.01 -0.04 0.00
C 0.373 5.400 -0.553 -0.04 0.01 0.02
C -0.075 4.106 -0.349 -0.11 0.00 0.01
C -4.205 -0.102 -0.554 -0.06 0.06 -0.02
C -4.942 0.647 -1.479 -0.02 -0.09 0.02
C -6.323 0.698 -1.398 0.04 -0.02 0.05
C -6.985 0.007 -0.386 0.03 0.02 -0.02
C -6.260 -0.718 0.545 0.05 0.02 -0.04
C -4.872 -0.770 0.460 -0.05 -0.03 0.06
C -2.381 -0.840 -2.521 0.06 0.01 -0.01
C -1.538 -0.285 -3.479 -0.11 0.05 -0.04
C -1.468 -0.829 -4.757 -0.02 -0.02 0.02
C -2.247 -1.928 -5.091 0.01 0.03 0.00
C -3.108 -2.474 -4.148 0.01 0.04 0.06
C -3.177 -1.930 -2.874 0.04 -0.08 0.02
H -3.120 -4.818 0.601 0.02 0.04 -0.06
H -2.543 -4.187 -0.954 -0.05 0.00 0.05
H -3.934 -3.442 -0.154 0.03 -0.05 0.04
H 0.002 -4.317 1.688 -0.03 0.04 -0.08
H 0.671 -2.759 1.238 0.06 0.01 0.02
H 0.206 -3.900 -0.021 0.01 0.03 0.03
H -2.380 -3.567 3.178 0.01 0.07 0.00
H -3.313 -2.108 2.816 0.08 -0.04 0.03
H -1.605 -1.975 3.240 -0.05 -0.03 0.00
H 2.147 2.878 1.957 0.07 -0.02 -0.01
H 2.333 3.203 3.686 -0.06 0.02 -0.07
H 1.332 4.266 2.686 0.01 -0.07 -0.03
H 0.532 -0.167 3.954 -0.04 0.01 0.09
H -0.373 0.741 5.165 0.02 0.01 -0.05
H 1.365 0.992 4.999 -0.07 -0.04 -0.01
H -1.194 4.286 3.530 -0.01 -0.04 0.07
H -0.606 3.582 5.039 -0.03 0.02 -0.04
H -2.054 2.922 4.269 0.08 0.05 0.03
H -4.240 3.266 0.112 0.01 0.03 0.02
H -6.428 3.108 1.245 0.02 -0.01 0.00
H -6.658 1.784 3.320 0.02 0.00 -0.01
H -4.700 0.587 4.245 0.01 0.01 -0.01
H -2.506 0.749 3.106 -0.03 0.01 -0.01
H -2.689 4.754 1.702 -0.01 -0.02 -0.03
H -1.920 7.053 1.309 0.00 -0.02 -0.01
H 0.052 7.482 -0.121 -0.01 -0.02 0.00
H 1.235 5.580 -1.183 -0.01 -0.01 0.02
H 0.428 3.283 -0.841 0.01 -0.06 -0.01
H -4.421 1.182 -2.265 -0.01 -0.01 -0.01
H -6.886 1.273 -2.122 0.02 -0.01 0.02
H -8.066 0.043 -0.322 0.01 0.00 -0.01
H -6.771 -1.242 1.344 0.02 0.00 -0.01
H -4.311 -1.324 1.200 0.00 0.00 -0.05
H -0.966 0.598 -3.225 0.05 0.00 0.06
H -0.810 -0.386 -5.494 -0.01 0.00 0.01
H -2.196 -2.349 -6.088 0.01 0.01 0.03
H -3.731 -3.321 -4.406 0.00 0.01 0.00
H -3.859 -2.360 -2.149 0.00 0.04 -0.03
Br 1.349 -1.354 -2.025 -0.37 0.12 -0.07
C 3.142 -0.916 -1.564 -0.04 -0.02 -0.02
C 4.093 -1.139 -2.510 0.24 0.03 0.03
C 5.443 -0.884 -2.178 -0.07 -0.03 -0.07
C 5.763 -0.464 -0.921 -0.04 0.02 0.06
C 4.761 -0.255 0.062 0.10 -0.01 0.02
C 5.105 0.108 1.388 0.08 -0.01 -0.06
C 4.132 0.250 2.327 -0.11 0.00 0.02
C 2.769 0.101 1.966 0.17 0.11 0.15
C 2.341 -0.204 0.697 0.19 -0.15 -0.34
C 3.389 -0.440 -0.254 0.13 -0.06 0.01
H 3.824 -1.513 -3.489 0.01 0.02 0.03
H 6.213 -1.047 -2.921 -0.02 0.01 0.02
H 6.798 -0.293 -0.648 -0.02 -0.01 0.00
H 6.151 0.248 1.638 -0.03 -0.01 -0.01
H 4.392 0.501 3.348 -0.01 0.00 0.00
H 2.043 0.256 2.751 0.03 0.06 0.01
```
Positions in Å, forces in eV/Å.

Properties
* HOMO-LUMO gap: 8.11 eV
* E_tot: -6294.909787 Ha